ORCA calculation (wB97M-V/def2-TZVPD) on a molecular structure, C47H63BaGe2N9O7S2 in a non-equilibrium geometry.

- net charge = +1
- maximum force (eV/Å) = 2.7
- energy relative to the best compared isomer or geometry (same formula, charge and spin) (kcal per mole) = 14.9
- lowest unoccupied orbital energy (spin up / spin down) (Eh) = -0.0807 / -0.0821
- multiplicity = 2
- <S²> = 0.754
- calculated total energy (eV) = -212900.1139

Structure (XYZ):
```
131
C47H63BaGe2N9O7S2 (wB97M-V/def2-TZVPD)
Ba 0.368 -0.221 0.075
O -2.285 5.005 5.032
C -3.162 4.353 4.128
C -2.369 3.426 3.250
C -3.011 2.700 2.256
C -2.259 1.839 1.484
N -0.939 1.673 1.635
C -0.316 2.393 2.572
C -1.002 3.273 3.398
C 1.188 2.260 2.644
C 1.947 2.964 3.572
C 3.330 2.887 3.523
C 4.189 3.684 4.471
O 4.972 4.654 3.783
C 3.917 2.094 2.545
C 3.094 1.398 1.686
N 1.761 1.476 1.732
H -2.804 5.540 5.639
H -3.689 5.073 3.496
H -3.916 3.765 4.657
H -4.079 2.790 2.088
H -2.736 1.234 0.714
H -0.498 3.848 4.160
H 1.476 3.572 4.334
H 4.905 3.029 4.964
H 3.567 4.138 5.245
H 4.375 5.261 3.333
H 4.995 2.025 2.456
H 3.510 0.744 0.923
N -0.965 1.613 -1.621
C -1.085 0.669 -2.746
C -1.641 1.240 -4.030
C -0.752 2.313 -4.650
C -1.122 2.620 -6.095
N -0.840 1.490 -7.011
C -1.688 0.556 -7.413
N -1.273 -0.390 -8.262
N -2.964 0.566 -7.030
C -1.901 -0.564 -2.261
O -2.881 -0.918 -2.916
O -1.445 -1.078 -1.175
H -1.882 1.954 -1.351
H -0.401 2.419 -1.866
H -0.071 0.313 -2.983
H -2.658 1.617 -3.860
H -1.722 0.382 -4.698
H 0.299 1.998 -4.617
H -0.809 3.249 -4.086
H -0.553 3.465 -6.477
H -2.175 2.888 -6.197
H 0.124 1.362 -7.274
H -0.340 -0.384 -8.633
H -1.880 -1.139 -8.541
H -3.228 1.060 -6.194
H -3.567 -0.194 -7.297
O 4.289 0.778 -4.574
C 4.125 -0.550 -4.423
C 4.814 -1.393 -5.297
C 4.669 -2.763 -5.205
C 3.828 -3.329 -4.244
C 3.155 -2.493 -3.375
C 3.292 -1.104 -3.437
C 2.565 -0.274 -2.442
O 1.897 -0.842 -1.520
N 2.675 1.039 -2.600
N 2.087 1.742 -1.545
C 2.101 3.000 -1.693
S 2.784 3.829 -3.097
C 2.304 5.487 -2.540
C 2.296 5.495 -1.021
S 1.362 4.052 -0.481
H 3.749 1.201 -3.851
H 5.462 -0.939 -6.037
H 5.217 -3.402 -5.889
H 3.710 -4.404 -4.177
H 2.499 -2.898 -2.616
H 1.317 5.734 -2.930
H 3.033 6.195 -2.936
H 1.810 6.381 -0.614
H 3.308 5.422 -0.628
C -4.887 -2.266 -0.440
Ge -4.337 -1.648 1.316
C -4.848 -3.012 2.615
C -5.340 -0.023 1.714
Ge -1.917 -1.486 1.569
C -1.440 -3.380 1.412
C -1.766 -4.050 0.224
C -1.557 -5.421 0.104
C -1.009 -6.139 1.163
C -0.672 -5.482 2.342
C -0.886 -4.111 2.466
C -1.497 -0.946 3.424
C -0.176 -0.965 3.901
C 0.125 -0.553 5.197
C -0.885 -0.107 6.041
C -2.194 -0.063 5.580
C -2.496 -0.472 4.283
H -5.892 -1.883 -0.635
H -4.923 -3.359 -0.440
H -4.213 -1.927 -1.232
H -5.914 -3.235 2.498
H -4.664 -2.691 3.642
H -4.274 -3.922 2.428
H -6.400 -0.295 1.737
H -5.197 0.729 0.932
H -5.070 0.412 2.680
H -2.175 -3.489 -0.613
H -1.817 -5.929 -0.818
H -0.855 -7.208 1.075
H -0.256 -6.040 3.175
H -0.631 -3.615 3.396
H 0.629 -1.294 3.252
H 1.150 -0.577 5.549
H -0.653 0.207 7.051
H -2.985 0.288 6.232
H -3.523 -0.415 3.942
C 2.988 -4.955 2.487
N 2.671 -3.530 2.403
C 3.134 -2.680 3.494
C 2.023 -3.002 1.358
C 1.696 -3.898 0.194
O 1.695 -1.797 1.344
H 3.012 -5.239 3.538
H 3.962 -5.184 2.047
H 2.223 -5.551 2.000
H 4.186 -2.889 3.690
H 2.564 -2.876 4.405
H 3.019 -1.638 3.222
H 2.536 -4.538 -0.073
H 1.435 -3.274 -0.656
H 0.841 -4.530 0.443
```

Mulliken atomic charge list, values in e, 6 entries: atom 1 (Ba): 1.80, atom 2 (O): -0.50, atom 3 (C): -0.64, atom 4 (C): -0.24, atom 5 (C): -1.70, atom 6 (C): -0.94